Entry 1:
{"formula": "C4H6O", "method": "wB97M-V/def2-TZVPD", "de_lowest_kj_mol": 414.5, "orbital_gap_ev": 8.53, "max_force_ha_per_bohr": 0.0120, "homo_energy_ev": -9.10, "symbols": ["O", "C", "C", "C", "C", "H", "H", "H", "H", "H", "H"], "coordinates": [[1.209, -0.228, -0.927], [-0.913, -0.899, 0.241], [0.937, 0.960, -0.131], [0.540, -0.442, 0.272], [-0.210, 1.777, -0.373], [-1.078, -1.740, 0.914], [1.172, -0.880, 1.054], [-1.177, -1.209, -0.777], [-1.585, -0.102, 0.559], [-0.743, 1.299, -1.224], [1.803, 1.359, 0.396]], "mulliken_charge": [-0.42, -1.37, 0.06, 0.32, -0.71, 0.34, 0.38, 0.36, 0.37, 0.25, 0.42]}

***

Entry 2:
{"formula": "C2H5NO", "method": "wB97M-V/def2-TZVPD", "de_lowest_kj_mol": 99.2, "orbital_gap_ev": [11.71, 6.86], "spin_multiplicity": 2, "charge": 1, "max_force_ha_per_bohr": 0.0673, "homo_energy_ev": [-17.04, -16.49], "symbols": ["O", "N", "C", "C", "H", "H", "H", "H", "H"], "coordinates": [[1.993, -0.296, 0.840], [-1.001, 0.664, -0.498], [0.007, -0.317, -0.522], [0.828, -0.397, 0.793], [-1.674, 0.567, 0.255], [-0.638, 1.610, -0.422], [0.235, -0.464, 1.738], [0.678, -0.110, -1.358], [-0.429, -1.257, -0.826]], "mulliken_charge": [-0.14, -0.32, -0.41, 0.20, 0.30, 0.32, 0.35, 0.36, 0.34]}

***

Entry 3:
{"formula": "C25H42BINO15", "method": "wB97M-V/def2-TZVPD", "de_lowest_kj_mol": 1166.3, "orbital_gap_ev": 6.52, "charge": 1, "max_force_ha_per_bohr": 0.1851, "homo_energy_ev": -11.54, "symbols": ["I", "O", "O", "O", "O", "O", "O", "O", "O", "O", "O", "O", "O", "O", "O", "O", "N", "C", "C", "C", "C", "C", "C", "C", "C", "C", "C", "C", "C", "C", "C", "C", "C", "C", "C", "C", "C", "C", "C", "C", "C", "C", "B", "H", "H", "H", "H", "H", "H", "H", "H", "H", "H", "H", "H", "H", "H", "H", "H", "H", "H", "H", "H", "H", "H", "H", "H", "H", "H", "H", "H", "H", "H", "H", "H", "H", "H", "H", "H", "H", "H", "H", "H", "H", "H"], "coordinates": [[-3.888, -4.055, -0.315], [-2.919, 2.539, -7.750], [1.528, 0.252, 1.327], [-1.598, 3.797, -6.450], [3.252, 0.483, 6.440], [-0.659, 4.515, -2.085], [1.494, 1.038, 3.764], [-0.404, -0.515, -3.329], [1.176, -1.809, -2.409], [-4.505, -3.828, 3.355], [-4.654, -1.399, 2.966], [1.465, -1.536, 3.246], [4.064, -5.723, 2.690], [3.977, -3.260, 2.819], [3.050, -1.742, 6.272], [0.078, 3.593, -0.181], [0.522, -2.785, 1.091], [0.806, -0.689, -2.751], [-4.061, 2.358, -8.606], [-1.011, 0.765, -3.582], [-0.840, 2.411, 1.739], [-2.134, -3.263, 0.788], [-2.466, 3.737, -7.317], [3.372, -3.083, 6.682], [-2.974, 4.984, -7.980], [2.340, -3.612, 7.661], [3.410, -0.626, 6.944], [-3.933, -2.526, 2.894], [1.723, 0.492, -2.624], [-2.415, -2.589, 2.258], [3.914, -0.761, 8.352], [3.556, -4.391, 2.230], [0.109, 3.491, 1.254], [1.943, -2.943, 0.509], [-0.598, -3.345, 0.220], [-3.669, 2.485, -10.066], [2.440, -4.448, 1.009], [-0.808, 4.339, -0.879], [-2.024, 4.865, -0.173], [-0.545, 1.332, -4.910], [0.343, -2.111, 2.435], [-1.163, -1.963, 3.122], [1.505, -0.104, 2.784], [1.204, 1.440, -2.498], [4.445, -1.692, 8.540], [-0.428, -3.845, -0.845], [-0.754, 0.627, -5.720], [-1.876, 2.641, 1.481], [-0.601, 1.453, 1.268], [-2.843, 4.151, -0.286], [-4.528, 2.290, -10.714], [4.392, -3.142, 7.073], [3.353, -3.697, 5.776], [-1.862, 5.077, 0.882], [-1.053, 2.277, -5.124], [4.633, 0.043, 8.541], [1.133, 3.214, 1.522], [-3.283, 3.482, -10.293], [0.533, 1.510, -4.915], [1.976, 0.699, 4.583], [3.075, -0.665, 9.046], [-2.303, 5.254, -8.799], [2.374, 0.538, -3.500], [4.107, -5.632, 3.702], [2.336, 0.359, -1.726], [-2.874, 1.774, -10.311], [-0.081, 4.461, 1.723], [1.496, -5.012, 1.474], [-0.770, 2.298, 2.825], [-3.975, -4.592, 2.950], [-2.091, 0.591, -3.627], [2.847, -5.069, 0.092], [1.338, -3.561, 7.223], [1.936, -2.969, -0.679], [-4.428, 1.343, -8.422], [2.316, -3.019, 8.578], [2.522, 0.202, 1.100], [2.666, -2.079, 0.825], [-4.875, 3.035, -8.328], [-3.993, 4.901, -8.350], [-0.845, 1.453, -2.748], [-2.308, 5.816, -0.635], [2.558, -4.650, 7.925], [-1.279, -1.465, 4.188], [-2.982, 5.791, -7.240]], "mulliken_charge": [0.21, -0.36, -0.31, -0.60, -0.61, -0.59, -0.60, -0.39, -0.65, -0.41, -0.45, -0.08, -0.47, -0.46, -0.29, -0.38, 0.73, 0.76, -0.41, -0.21, -0.56, -0.69, 0.86, 0.00, -1.15, -1.01, 0.89, 0.27, -0.75, 0.41, -1.18, 0.44, -0.46, -0.41, 0.11, -0.95, -0.50, 0.84, -1.06, -0.69, 0.26, -0.74, 0.48, 0.27, 0.37, 0.36, 0.32, 0.41, -0.12, 0.24, 0.36, 0.37, -0.10, 0.34, 0.25, 0.34, 0.29, 0.27, 0.23, 0.27, 0.28, 0.28, 0.31, 0.38, 0.14, 0.30, 0.39, 0.24, 0.28, 0.40, 0.37, 0.38, 0.28, 0.34, 0.31, 0.30, 0.23, 0.19, 0.36, 0.35, 0.06, 0.34, 0.39, 0.44, 0.32]}

***

Entry 4:
{"formula": "C12H26BrN2O2PSb", "method": "wB97M-V/def2-TZVPD", "orbital_gap_ev": 6.44, "charge": -1, "max_force_ha_per_bohr": 0.1624, "homo_energy_ev": -3.47, "symbols": ["Sb", "Br", "P", "O", "O", "N", "N", "C", "C", "C", "C", "C", "C", "C", "C", "C", "C", "C", "C", "H", "H", "H", "H", "H", "H", "H", "H", "H", "H", "H", "H", "H", "H", "H", "H", "H", "H", "H", "H", "H", "H", "H", "H", "H", "H"], "coordinates": [[0.022, 0.984, 0.141], [-4.264, 1.579, 0.262], [2.113, 1.076, 1.498], [2.097, 2.656, 2.267], [1.403, 1.904, -3.171], [1.401, -4.150, -1.199], [3.573, 1.120, 0.471], [0.863, -3.956, 1.368], [0.735, 2.826, -0.933], [-3.591, 2.138, -2.510], [1.314, -4.871, 0.117], [0.620, 2.711, -2.535], [-1.713, 0.864, -1.230], [1.243, -2.394, 1.246], [-0.847, -0.693, 1.288], [-1.804, 3.081, 2.397], [0.190, -1.545, 2.181], [-1.052, 2.368, 1.567], [-2.807, 2.047, -1.065], [0.886, -0.090, -0.980], [-0.446, -2.355, 2.732], [2.297, -5.467, 0.297], [-3.346, 3.174, -2.978], [-2.499, 3.519, 3.212], [-2.269, -0.123, -0.971], [1.127, -1.956, 0.187], [2.284, -2.243, 1.706], [1.800, 3.152, -0.598], [-1.350, 0.738, -2.324], [-1.367, -1.440, 0.557], [-2.321, 3.064, -0.821], [-1.691, -0.277, 1.961], [4.136, 1.971, 0.646], [0.714, -0.951, 3.015], [-0.266, -4.149, 1.550], [1.413, -4.352, 2.315], [-0.174, 3.369, -3.072], [3.320, 1.069, -0.537], [2.567, 3.251, 1.626], [2.353, -4.342, -1.559], [-4.720, 1.964, -2.369], [0.759, -4.627, -1.865], [0.025, 3.700, -0.625], [-3.211, 1.343, -3.258], [0.488, -5.686, -0.004]], "mulliken_charge": [1.01, -0.22, -0.12, -0.51, -0.54, -0.50, -0.62, -0.62, -0.59, -0.90, -0.52, 0.01, -1.36, -0.26, -1.02, -0.68, -0.77, -0.14, 0.25, -0.10, 0.43, 0.28, 0.22, 0.29, 0.39, 0.26, 0.23, 0.26, 0.38, 0.27, 0.32, 0.36, 0.29, 0.29, 0.29, 0.22, 0.24, 0.32, 0.26, 0.21, 0.33, 0.24, 0.33, 0.26, 0.25]}

***

Entry 5:
{"formula": "C3H8ClOPS", "method": "wB97M-V/def2-TZVPD", "de_lowest_kj_mol": 51.5, "orbital_gap_ev": [8.11, 3.75], "spin_multiplicity": 3, "max_force_ha_per_bohr": 0.1326, "homo_energy_ev": [-7.95, -8.47], "symbols": ["Cl", "S", "P", "O", "C", "C", "C", "H", "H", "H", "H", "H", "H", "H", "H"], "coordinates": [[3.721, 1.722, 0.230], [2.214, -2.307, -0.979], [1.848, -0.742, 0.111], [2.158, -0.929, 1.654], [-0.450, 0.090, -1.472], [-0.953, -0.756, 0.867], [0.115, 0.079, 0.006], [-1.384, -0.512, -1.400], [-0.733, -0.498, 1.927], [-0.966, -1.804, 0.776], [0.153, -0.434, -2.221], [2.728, -0.357, 2.058], [-1.857, -0.334, 0.471], [-0.815, 0.977, -1.997], [0.094, 1.143, 0.314]], "mulliken_charge": [-0.57, -0.06, 0.45, -0.43, -1.09, -1.51, 0.42, 0.31, 0.37, 0.35, 0.20, 0.37, 0.52, 0.30, 0.36]}

***

Entry 6:
{"formula": "C14H29F3NO2S2", "method": "wB97M-V/def2-TZVPD", "orbital_gap_ev": 5.68, "charge": 1, "max_force_ha_per_bohr": 0.1096, "homo_energy_ev": -10.71, "symbols": ["S", "S", "F", "F", "F", "O", "O", "N", "C", "C", "C", "C", "C", "C", "C", "C", "C", "C", "C", "C", "C", "C", "H", "H", "H", "H", "H", "H", "H", "H", "H", "H", "H", "H", "H", "H", "H", "H", "H", "H", "H", "H", "H", "H", "H", "H", "H", "H", "H", "H", "H"], "coordinates": [[-5.427, -0.541, -2.487], [-4.242, 0.077, -0.823], [-7.230, 1.629, 3.861], [-8.456, 2.229, 0.673], [-5.698, 3.202, 2.397], [0.313, -0.048, 0.378], [4.626, -2.701, -0.262], [6.324, -2.872, -2.574], [1.327, -1.073, 0.685], [-5.140, -0.158, 0.802], [6.353, -1.660, -1.741], [5.264, -2.945, 0.982], [-3.934, 1.930, -1.179], [0.823, 1.317, 0.585], [-1.338, 2.637, -0.535], [-2.932, 2.633, -0.090], [5.052, -1.504, -0.921], [-6.763, 0.031, 0.747], [7.615, -1.679, -0.883], [-0.380, 2.436, 0.811], [-7.316, 1.477, 1.306], [-6.724, 2.141, 2.534], [8.504, -1.535, -1.509], [2.066, -0.782, 1.553], [-3.100, 2.207, 0.999], [7.598, -0.872, -0.143], [-3.360, 1.933, -2.226], [-1.051, 3.710, -0.965], [-7.261, -0.158, -0.294], [-1.079, 1.864, -1.382], [5.478, -2.020, 1.526], [5.527, -2.811, -3.209], [1.958, -1.239, -0.312], [0.154, 3.421, 1.155], [6.084, -3.656, -1.961], [0.795, -2.097, 0.975], [-4.961, 2.468, -1.337], [-4.923, -1.274, 1.166], [-1.044, 2.077, 1.717], [4.594, -3.557, 1.592], [-5.747, -1.891, -2.275], [-4.605, 0.535, 1.612], [6.180, -3.517, 0.825], [-7.221, -0.793, 1.481], [5.120, -0.671, -0.210], [7.751, -2.624, -0.352], [4.245, -1.250, -1.617], [6.428, -0.789, -2.404], [1.430, 1.305, 1.611], [-3.249, 3.782, -0.024], [1.573, 1.671, -0.261]], "mulliken_charge": [-0.20, 0.36, -0.19, -0.27, -0.19, -0.21, -0.37, -0.72, -0.56, -0.50, 0.27, -0.70, -0.76, -0.53, -0.53, -0.42, -0.64, -0.41, -1.40, -0.63, 0.31, 0.20, 0.35, 0.26, 0.18, 0.34, 0.46, 0.30, 0.30, 0.36, 0.32, 0.27, 0.17, 0.35, 0.32, 0.22, 0.47, 0.36, 0.26, 0.26, 0.26, 0.30, 0.26, 0.35, 0.43, 0.27, 0.33, 0.41, 0.35, 0.33, 0.27]}